Entry from the Open Molecules 2025 dataset: C14H21F5O in the gas phase at a distorted geometry (the ωB97M-V functional and the def2-TZVPD basis).

```
41
C14H21F5O the ωB97M-V functional and the def2-TZVPD basis
O -0.951 -2.671 2.112
F -0.179 -5.438 3.412
F -0.536 -5.432 1.257
F 1.314 -6.380 1.990
F 2.120 -4.053 1.051
F 1.865 -3.359 3.089
C 0.152 -2.827 1.553
C -0.316 4.067 -0.184
C -2.249 2.454 0.004
C -1.320 3.024 -2.257
C 0.501 -5.340 2.182
C 0.173 -2.209 0.089
C 1.166 -3.901 2.003
C 1.094 -0.424 -1.562
C 1.298 0.011 0.906
C -0.228 0.414 -1.734
C 0.210 1.048 0.686
C 1.231 -1.072 -0.143
C 0.039 1.609 -0.816
C -0.954 2.806 -0.754
H -0.216 3.987 0.897
H -0.802 5.015 -0.373
H 0.591 4.199 -0.608
H -2.581 1.511 -0.426
H -2.054 2.273 1.085
H -3.136 3.229 -0.053
H -1.910 3.965 -2.453
H -1.789 2.144 -2.690
H -0.374 3.188 -2.803
H -0.769 -1.771 -0.199
H 0.483 -3.037 -0.615
H 2.060 0.067 -1.673
H 0.861 -1.227 -2.309
H 1.372 -0.362 1.960
H 2.230 0.541 0.749
H -0.321 0.806 -2.785
H -1.064 -0.235 -1.485
H -0.722 0.820 1.026
H 0.533 1.987 1.246
H 2.205 -1.507 -0.090
H 0.974 2.079 -1.282
```

Output
E_LUMO ... -0.2 eV
E ... -30491.999 eV
SMILES string ... CC(C)(C)[C@H]1CC[C@@H](CC(=O)C(F)(F)C(F)(F)F)CC1
Relative energy (zero: lowest compared OMol25 entry of this formula, charge and spin) ... 50.7 kcal/mol
Total charge ... 0
Kohn-Sham gap ... 9.97 eV

Entry from the Open Molecules 2025 dataset: 2 unconnected molecules or ions with the total composition C14H21IN3O9P2 at a distorted geometry (the ωB97M-V functional and the def2-TZVPD basis).

```
50
C14H21IN3O9P2 the ωB97M-V functional and the def2-TZVPD basis
C 5.028 -1.854 1.345
C 4.414 -0.613 1.020
C 5.111 0.228 -0.134
O 4.395 -0.083 -1.399
C 3.408 0.896 -1.544
O 3.732 1.910 -2.103
C 1.949 0.690 -1.072
C 1.423 -0.694 -0.954
C 0.036 -0.903 -0.538
P -0.503 -2.715 -0.420
O -1.476 -3.087 -1.462
O 0.877 -3.643 -0.584
O -1.033 -2.983 1.139
N -0.832 0.159 -0.249
P -2.523 -0.295 0.195
O -3.207 0.916 1.111
I -3.729 -0.152 -1.961
C -0.370 1.465 -0.335
O -1.206 2.529 -0.068
N -1.035 3.025 1.245
O -1.986 3.585 1.593
C 1.022 1.789 -0.727
C 1.497 3.295 -0.775
C 2.715 3.385 0.257
C 2.696 2.659 1.651
N 3.780 4.030 -0.032
H 5.678 -1.947 2.260
H 4.871 -2.708 0.641
H 3.472 -0.224 1.481
H 6.179 -0.080 -0.261
H 5.086 1.330 0.080
H 2.099 -1.549 -1.174
H 1.281 -3.793 0.296
H -0.379 -2.522 1.705
H -3.987 0.585 1.604
H 1.790 3.590 -1.811
H 0.721 3.993 -0.364
H 2.831 3.374 2.503
H 1.815 1.986 1.801
H 3.607 1.990 1.673
H 3.697 4.436 -0.976
C -6.936 -2.982 -1.247
C -7.006 -2.455 0.173
O -6.655 -1.071 0.208
H -5.931 -2.852 -1.655
H -7.196 -4.042 -1.284
H -7.619 -2.431 -1.899
H -6.307 -2.993 0.815
H -8.013 -2.573 0.582
H -7.281 -0.598 -0.352
```

Output
E_LUMO ... -5.7 eV
E ... -64421.190 eV
Relative energy (zero: lowest compared OMol25 entry of this formula, charge and spin) ... 92.3 kcal/mol
Total charge ... +1
Kohn-Sham gap ... 5.10 eV

Entry from the Open Molecules 2025 dataset: a molecular structure, C14H21N10O3S2V at a distorted geometry (the ωB97M-V functional and the def2-TZVPD basis).

```
51
C14H21N10O3S2V the ωB97M-V functional and the def2-TZVPD basis
V 0.157 0.070 0.171
C 0.884 5.397 -0.184
C 1.814 4.247 -0.138
N 3.097 4.303 -0.187
N 3.517 3.007 -0.114
C 2.517 2.123 -0.023
S 2.570 0.460 0.102
N 1.409 2.921 -0.037
N 0.121 2.405 0.010
H 1.468 6.313 -0.208
H 0.234 5.413 0.693
H 0.256 5.358 -1.076
H 4.501 2.797 -0.140
H -0.336 2.635 0.888
H -0.431 2.761 -0.762
C -4.959 -0.679 1.636
N -4.000 -0.361 0.577
C -4.367 -0.752 -0.782
C -2.700 -0.147 0.848
N -1.818 0.229 -0.039
N -2.350 -0.267 2.191
C -1.058 -0.306 2.685
N -0.936 -1.012 3.829
N -0.105 0.413 2.166
H -5.963 -0.520 1.252
H -4.826 -0.008 2.483
H -4.883 -1.723 1.950
H -5.439 -0.916 -0.816
H -3.870 -1.684 -1.058
H -4.129 0.031 -1.503
H -2.217 0.253 -0.969
H -2.942 -0.930 2.673
H -1.538 -1.821 3.933
H -0.012 -1.126 4.209
H 0.741 0.373 2.722
O -3.303 -4.361 0.455
S -2.080 -4.069 1.150
O -2.195 -3.981 2.596
N -1.416 -2.676 0.624
C -0.181 -2.832 0.214
O 0.602 -1.875 -0.082
C 0.220 -4.271 0.119
C 1.358 -4.799 -0.462
C 1.475 -6.182 -0.555
C 0.475 -7.017 -0.072
C -0.662 -6.489 0.532
C -0.756 -5.120 0.619
H 2.128 -4.144 -0.846
H 2.350 -6.613 -1.022
H 0.568 -8.090 -0.172
H -1.450 -7.127 0.910
```

Output
E_LUMO (spin up / spin down) ... -2.6 / -2.7 eV
E ... -83257.515 eV
Multiplicity ... 4
Total charge ... +1
Kohn-Sham gap (spin up / spin down) ... 7.53 / 8.92 eV

Entry from the Open Molecules 2025 dataset: C14H21N3O2 in the gas phase (the ωB97M-V functional and the def2-TZVPD basis).

```
40
C14H21N3O2 the ωB97M-V functional and the def2-TZVPD basis
O -2.544 -2.057 0.621
C -1.582 -1.880 -0.096
N -1.552 -1.081 -1.178
C -2.534 -0.040 -1.346
H -3.435 -0.361 -0.819
H -2.754 0.094 -2.408
C -2.011 1.288 -0.748
C -3.146 2.298 -0.546
H -2.741 3.309 -0.544
C -3.678 1.925 0.844
H -4.577 1.315 0.770
C -2.528 1.115 1.476
H -2.135 1.574 2.387
O -1.466 1.092 0.536
H -2.844 0.091 1.704
H -3.915 2.810 1.433
H -3.904 2.223 -1.323
H -1.197 1.666 -1.375
H -0.624 -0.908 -1.569
C -0.249 -2.625 0.116
N 0.845 -1.698 0.144
C 1.559 -1.284 1.211
C 2.419 -0.304 0.765
C 2.137 -0.183 -0.606
N 1.183 -1.029 -0.964
C 2.811 0.786 -1.511
C 4.094 1.287 -0.843
C 3.821 1.711 0.601
H 2.992 2.422 0.613
C 3.460 0.500 1.464
H 4.352 -0.116 1.625
H 3.102 0.821 2.445
H 4.700 2.209 1.015
H 4.840 0.489 -0.847
H 4.497 2.128 -1.410
H 2.137 1.629 -1.696
H 3.026 0.320 -2.475
H 1.410 -1.704 2.185
H -0.293 -3.169 1.060
H -0.109 -3.330 -0.710
```

Output
E_LUMO ... 0.9 eV
E ... -23424.492 eV
SMILES string ... O=C(Cn1cc2c(n1)CCCC2)NC[C@H]1CCCO1
Relative energy (zero: lowest compared OMol25 entry of this formula, charge and spin) ... 29.3 kcal/mol
Total charge ... 0
Kohn-Sham gap ... 9.59 eV

Entry from the Open Molecules 2025 dataset: C14H21N3O3 in the gas phase (the ωB97M-V functional and the def2-TZVPD basis).

```
41
C14H21N3O3 the ωB97M-V functional and the def2-TZVPD basis
C -5.949 -0.331 -0.819
H -5.893 -1.353 -1.211
H -5.969 -0.365 0.276
H -6.861 0.141 -1.180
O -4.896 0.466 -1.294
C -3.618 0.101 -0.980
C -3.264 -1.004 -0.228
C -1.932 -1.287 0.036
C -0.932 -0.462 -0.454
C -1.274 0.656 -1.215
C -2.600 0.944 -1.481
O -3.025 2.010 -2.212
C -2.054 2.882 -2.738
H -2.610 3.648 -3.276
H -1.462 3.351 -1.946
H -1.382 2.366 -3.431
H -0.483 1.283 -1.586
N 0.394 -0.791 -0.158
C 1.531 -0.131 -0.481
O 1.589 0.889 -1.140
C 2.810 -0.833 0.033
N 2.734 -1.479 1.338
N 1.797 -2.607 1.314
H 1.761 -2.965 2.267
H 2.250 -3.327 0.750
C 2.393 -0.536 2.388
C 3.530 0.475 2.511
C 3.735 1.193 1.182
C 3.968 0.168 0.077
H 4.034 0.666 -0.890
H 4.896 -0.375 0.264
H 2.851 1.785 0.939
H 4.588 1.870 1.247
H 3.296 1.188 3.303
H 4.444 -0.057 2.781
H 1.443 -0.013 2.195
H 2.290 -1.095 3.324
H 3.041 -1.618 -0.702
H 0.522 -1.636 0.404
H -1.676 -2.155 0.626
H -4.020 -1.664 0.165
```

Output
E_LUMO ... 0.8 eV
E ... -25470.618 eV
SMILES string ... COc1ccc(NC(=O)[C@H]2CCCCN2N)cc1OC
Relative energy (zero: lowest compared OMol25 entry of this formula, charge and spin) ... 70.5 kcal/mol
Total charge ... 0
Kohn-Sham gap ... 8.23 eV